{
  "formula": "C15H12Br2N4O4SV",
  "method": "the ωB97M-V functional and the def2-TZVPD basis",
  "orbital_gap_ev": [5.84, 6.15],
  "spin_multiplicity": 2,
  "e_above_lowest_kj_mol": 48.5,
  "s2": 0.76,
  "charge": 2,
  "homo_energy_ev": [-14.4, -14.4],
  "symbols": ["Br", "Br", "V", "S", "O", "O", "O", "O", "N", "N", "N", "N", "C", "C", "C", "C", "C", "C", "C", "C", "C", "C", "C", "C", "C", "C", "C", "H", "H", "H", "H", "H", "H", "H", "H", "H", "H", "H", "H"],
  "positions_angstrom": [[0.20433, -1.53783, 2.37943], [-6.40392, -1.57266, 1.84993], [1.08466, 0.69974, -0.27918], [2.00595, -1.24311, -1.10402], [3.72091, 3.35775, 0.55868], [2.34673, 1.81266, -0.44073], [-1.88525, -1.11202, -1.35398], [-0.51842, 0.24687, -0.24283], [1.81468, 0.59675, 1.61168], [1.11526, -0.00733, -3.37315], [-3.53730, 1.31816, 2.38408], [0.87066, -2.17592, -3.35715], [2.07965, -0.07970, 3.88165], [1.48294, -0.20517, 2.63218], [1.30746, -1.13929, -2.69220], [-4.62726, 0.55128, 2.46487], [-3.91486, -0.88512, 0.69654], [-4.85025, -0.55608, 1.64608], [2.79533, 1.53484, 1.82686], [3.43521, 1.69841, 3.01528], [3.08001, 2.38474, 0.62638], [0.22931, -1.79180, -4.63088], [-1.80506, -0.39840, -0.41841], [-2.77841, -0.08409, 0.60557], [3.06059, 0.86923, 4.07565], [-2.63380, 0.99715, 1.46891], [0.58989, -0.29503, -4.73106], [-0.26965, 0.33036, -4.94739], [3.53676, 0.96768, 5.04288], [1.36591, -0.10710, -5.46939], [-0.84329, -1.95248, -4.55367], [-4.04824, -1.73853, 0.04445], [-1.76787, 1.64594, 1.41784], [1.77093, -0.74156, 4.67760], [1.67369, 0.81821, -3.20461], [0.62495, -2.38196, -5.45121], [4.20227, 2.45620, 3.10721], [-5.36119, 0.82871, 3.21140], [0.84669, -3.10948, -2.97529]],
  "atomic_forces_ev_per_a": [[-0.007, -0.033, -0.030], [-0.103, -0.048, 0.029], [0.364, -2.461, -0.044], [0.092, 0.085, 0.015], [0.256, 0.149, -0.219], [1.247, 2.239, -0.253], [0.023, -0.262, -0.306], [-1.949, 0.350, 0.113], [0.437, 0.153, 0.433], [-0.077, 0.240, -0.014], [-0.154, -0.305, -0.141], [-0.040, -0.103, -0.153], [0.095, -0.008, 0.106], [-0.040, 0.079, -0.144], [-0.034, 0.021, 0.078], [0.188, 0.248, 0.055], [0.014, -0.106, -0.156], [-0.112, 0.010, 0.114], [-0.339, -0.200, -0.318], [0.088, 0.068, 0.190], [-0.421, -0.394, 0.186], [0.061, 0.054, 0.102], [0.352, 0.076, -0.111], [0.016, 0.193, 0.212], [0.002, -0.005, 0.053], [-0.043, 0.122, 0.169], [0.017, -0.067, 0.076], [-0.042, 0.002, 0.000], [-0.007, -0.007, -0.019], [0.047, 0.011, -0.005], [-0.041, -0.010, 0.027], [-0.007, 0.040, -0.017], [0.043, 0.004, -0.037], [0.006, -0.001, 0.007], [0.111, -0.141, -0.053], [0.029, -0.003, -0.033], [-0.023, -0.007, 0.018], [0.003, -0.007, 0.023], [-0.053, 0.024, 0.048]]
}

***

{
  "formula": "C4H14N2O2",
  "method": "the ωB97M-V functional and the def2-TZVPD basis",
  "orbital_gap_ev": 8.91,
  "e_above_lowest_kj_mol": 141.7,
  "homo_energy_ev": -8.1,
  "smiles": "N/C=C/CCN.O.O",
  "symbols": ["O", "O", "N", "N", "C", "C", "C", "C", "H", "H", "H", "H", "H", "H", "H", "H", "H", "H", "H", "H", "H", "H"],
  "positions_angstrom": [[-0.64893, -1.14836, -3.26425], [-2.57013, -1.62883, 2.83903], [0.05776, -1.63088, -0.01818], [0.03832, 2.79321, -1.28364], [0.19406, 1.81158, -0.29906], [1.22941, 0.23575, 1.32175], [1.22505, 1.51124, 0.48721], [1.30060, -1.00346, 0.43101], [-0.68177, -1.40830, 0.63269], [2.14231, 0.22190, 1.91445], [2.02345, 2.23931, 0.55985], [0.34466, 0.28190, 1.94524], [0.60494, 3.61046, -1.10175], [-0.57941, 1.05155, -0.37459], [-1.91872, -1.92923, 2.22520], [-0.04487, -0.41956, -3.07099], [-2.57788, -2.31560, 3.51239], [-0.29237, -1.50966, -4.08286], [-0.20481, -1.44398, -0.97240], [1.87770, -1.80807, 0.91827], [-0.91972, 3.01872, -1.48584], [1.97885, -0.83723, -0.41144]],
  "atomic_forces_ev_per_a": [[0.309, 0.211, -0.015], [-0.567, 0.231, 0.638], [0.217, 0.243, 0.354], [0.637, 0.158, 0.542], [-0.337, -1.196, -0.656], [0.574, 0.772, -1.218], [-0.392, 0.693, 0.065], [0.776, -1.535, 0.006], [-0.180, 0.071, -0.380], [-0.207, 0.115, 0.385], [0.347, -0.144, 0.106], [-0.062, -0.510, 0.432], [-0.143, 0.123, -0.227], [-0.270, 0.115, 0.150], [0.644, -0.335, -0.688], [-0.148, 0.046, 0.034], [-0.084, 0.041, 0.077], [-0.118, -0.136, 0.029], [-0.207, 0.158, 0.000], [-0.273, 0.270, 0.560], [-0.082, 0.152, 0.059], [-0.433, 0.457, -0.252]]
}

***

{
  "formula": "CH4O4Si",
  "method": "the ωB97M-V functional and the def2-TZVPD basis",
  "orbital_gap_ev": 11.23,
  "e_above_lowest_kj_mol": 514.2,
  "homo_energy_ev": -10.8,
  "smiles": "O=C(O)OO[SiH3]",
  "symbols": ["Si", "O", "O", "O", "O", "C", "H", "H", "H", "H"],
  "positions_angstrom": [[-1.67272, -0.17224, -0.00738], [0.78950, 1.01945, -0.00332], [2.61906, -0.15335, 0.01848], [-0.60587, 1.10710, -0.01877], [0.66867, -1.22872, -0.02463], [1.30002, -0.21861, -0.00259], [-1.67378, -0.97536, -1.22212], [2.93963, 0.76152, 0.04450], [-1.61799, -0.95869, 1.21864], [-2.74653, 0.81891, -0.00280]],
  "atomic_forces_ev_per_a": [[-0.125, -0.592, 0.048], [0.678, 0.381, 0.035], [0.532, -0.106, 0.028], [0.452, 0.877, -0.051], [-0.402, -0.295, -0.005], [0.016, 0.290, -0.047], [-0.141, -0.175, -0.203], [-0.222, -0.090, -0.014], [-0.203, -0.160, 0.188], [-0.586, -0.130, 0.020]]
}

***

{
  "formula": "C5H7NO",
  "method": "the ωB97M-V functional and the def2-TZVPD basis",
  "orbital_gap_ev": 10.47,
  "e_above_lowest_kj_mol": 345.5,
  "homo_energy_ev": -9.7,
  "smiles": "[H]/N=C\\[C@]1(C)CC1=O",
  "symbols": ["O", "N", "C", "C", "C", "C", "C", "H", "H", "H", "H", "H", "H", "H"],
  "positions_angstrom": [[-0.07175, 1.31772, -2.36688], [0.52952, -0.78488, 1.94111], [1.37166, 0.09101, -0.75244], [0.35183, 0.93411, -1.30919], [-0.16162, 0.35039, -0.06365], [0.43829, 0.31154, 1.30589], [-1.55526, -0.30736, -0.14225], [0.88760, 1.21298, 1.72329], [0.16469, -1.54770, 1.35358], [2.08906, 0.62810, -0.12190], [-1.96256, -0.41834, 0.87217], [-2.24434, 0.34988, -0.68940], [-1.59375, -1.28713, -0.62481], [1.75664, -0.85033, -1.12551]],
  "atomic_forces_ev_per_a": [[-0.063, 0.092, 0.503], [-0.107, 0.316, 0.011], [0.137, -0.145, -0.533], [-0.056, 0.174, -0.323], [0.083, -0.109, 0.124], [-0.113, -0.042, 0.474], [0.118, -0.101, -0.116], [-0.125, 0.013, 0.091], [-0.085, 0.166, 0.402], [-0.388, -0.350, 0.046], [0.270, -0.015, -0.259], [0.372, -0.095, -0.003], [0.165, 0.077, -0.016], [-0.209, 0.017, -0.402]]
}